(1)
ORCA calculation (ωB97M-V/def2-TZVPD) on C4H6N2S in the gas phase.

Values from the calculation:
SMILES	Cn1cc(S)cn1
energy	-18059.9920	eV
molecular weight	114.17	g mol⁻¹
HOMO	-8.198	eV
ΔE to the lowest compared entry with this formula, charge and spin	94.7	kJ/mol
net charge	0
frontier orbital gap	9.10	eV

Atoms and positions in Å:
C  0.38  1.30  1.75
C  0.45  0.48  -0.64
C  -0.07  -0.63  -1.27
C  -0.76  -1.33  -0.24
H  -0.55  1.70  2.17
H  0.98  2.12  1.33
H  0.94  0.78  2.54
H  1.04  1.30  -1.02
H  -0.61  -2.15  -2.93
H  -1.30  -2.24  -0.33
N  0.07  0.39  0.67
N  -0.66  -0.70  0.93
S  0.09  -1.02  -2.97


(2)
ORCA calculation (ωB97M-V/def2-TZVPD) on a gas-phase ion, C5H5OS (charge +1) at a distorted geometry.

Values from the calculation:
energy	-18138.6159	eV
molecular weight	113.16	g mol⁻¹
HOMO	-14.482	eV
ΔE to the lowest compared entry with this formula, charge and spin	89.4	kJ/mol
net charge	+1
frontier orbital gap	8.49	eV

Atoms and positions in Å:
C  -0.61  1.06  -0.61
C  0.57  1.02  0.26
C  -1.26  -0.09  -0.93
C  0.89  -0.31  0.95
C  0.04  -1.34  0.49
O  -0.92  -1.28  -0.35
S  1.98  -0.03  -0.52
H  -0.89  2.06  -1.03
H  0.83  1.88  0.66
H  -2.06  -0.06  -1.67
H  1.27  -0.48  1.86
H  0.16  -2.42  0.88


(3)
ORCA calculation (ωB97M-V/def2-TZVPD) on a gas-phase ion, C3H3O3S (charge -1) at a distorted geometry.

Values from the calculation:
SMILES	O=C([O-])/C(S)=C/O
energy	-20138.3182	eV
molecular weight	119.12	g mol⁻¹
HOMO	-4.057	eV
ΔE to the lowest compared entry with this formula, charge and spin	14.9	kJ/mol
net charge	-1
frontier orbital gap	7.53	eV

Atoms and positions in Å:
C  -1.03  0.78  0.11
C  -0.02  -0.05  0.19
C  1.58  0.31  0.11
O  1.96  1.48  0.04
O  2.25  -0.71  -0.14
O  -2.32  0.41  -0.18
S  -0.27  -1.84  0.03
H  -0.92  1.89  0.37
H  -2.32  -0.53  -0.39
H  1.09  -1.74  -0.13


(4)
ORCA calculation (ωB97M-V/def2-TZVPD) on 2 unconnected molecules or ions with the total composition C5H14 at a distorted geometry.

Values from the calculation:
SMILES	CCC.CC
energy	-5411.6870	eV
molecular weight	74.17	g mol⁻¹
HOMO	-11.140	eV
ΔE to the lowest compared entry with this formula, charge and spin	35.0	kJ/mol
net charge	0
frontier orbital gap	12.24	eV

Atoms and positions in Å:
C  2.39  2.15  -0.75
C  1.10  1.65  -1.41
H  2.25  2.26  0.32
H  3.23  1.46  -0.84
H  2.68  3.13  -1.13
H  1.17  0.60  -1.64
H  0.28  1.86  -0.74
H  0.95  2.04  -2.43
C  -0.96  -0.84  0.88
C  -0.50  -2.25  1.28
C  -2.34  -0.86  0.23
H  -0.19  -0.44  0.20
H  -0.82  -0.16  1.71
H  0.23  -2.27  2.08
H  -1.37  -2.84  1.56
H  -2.80  0.12  0.14
H  -0.07  -2.76  0.41
H  -2.98  -1.49  0.85
H  -2.26  -1.38  -0.71


(5)
ORCA calculation (ωB97M-V/def2-TZVPD) on C2H2O3S in the gas phase at a distorted geometry.

Values from the calculation:
SMILES	O=C(O)C(O)=S
energy	-19083.5508	eV
molecular weight	106.10	g mol⁻¹
HOMO	-9.865	eV
ΔE to the lowest compared entry with this formula, charge and spin	86.3	kJ/mol
net charge	0
frontier orbital gap	8.86	eV

Atoms and positions in Å:
C  -0.96  -0.25  -0.04
C  0.53  0.36  0.03
H  -0.16  -2.05  0.40
H  1.23  2.06  -0.05
O  -0.96  -1.62  0.01
O  -1.91  0.39  -0.24
O  0.34  1.69  0.05
S  1.89  -0.57  -0.15


(6)
ORCA calculation (ωB97M-V/def2-TZVPD) on 2 unconnected molecules or ions with the total composition C8H20NPS at a distorted geometry.

Values from the calculation:
energy	-30232.8086	eV
molecular weight	193.30	g mol⁻¹
HOMO (spin up / spin down)	-7.466 / -8.066	eV
ΔE to the lowest compared entry with this formula, charge and spin	155.1	kJ/mol
net charge	0
frontier orbital gap (spin up / spin down)	6.76 / 7.78	eV

Atoms and positions in Å:
C  -1.77  2.74  0.69
C  2.92  3.50  0.82
C  0.98  -3.32  -0.29
C  -1.42  -4.04  -0.14
C  -0.71  -2.37  -1.88
C  -0.84  3.37  -0.34
C  1.60  2.76  1.04
C  -0.47  -2.89  -0.46
N  -0.74  -1.84  0.51
P  0.77  2.47  -0.59
S  0.13  -0.39  0.58
H  -2.00  1.72  0.40
H  -1.32  2.72  1.67
H  -2.70  3.30  0.74
H  2.73  4.50  0.42
H  3.47  3.60  1.75
H  3.54  2.96  0.11
H  1.64  -2.46  -0.39
H  1.13  -3.74  0.70
H  1.25  -4.06  -1.04
H  -1.30  -4.37  0.89
H  -1.22  -4.88  -0.80
H  -2.46  -3.74  -0.28
H  -0.05  -1.54  -2.09
H  -0.53  -3.16  -2.61
H  -1.74  -2.03  -1.99
H  -0.60  4.40  -0.05
H  -1.33  3.40  -1.31
H  0.96  3.32  1.73
H  1.80  1.77  1.48
H  -1.73  -1.70  0.71